Record 1
Computed, not measured: 4 unconnected molecules or ions with the total composition C4H12O3, with wB97M-V/def2-TZVPD.

Properties
highest occupied orbital energy	-0.2657	Ha
multiplicity	1
DFT total energy	-385.1276	a.u.
relative energy (zero: lowest compared OMol25 entry of this formula, charge and spin)	121.9	kcal/mol
HOMO-LUMO gap	3.22	eV

Each line ends with the Löwdin charge.
CARTESIAN COORDINATES (ANGSTROEM)
1 C -1.7988 -1.2738 1.2768  -0.02
2 C -1.6521 0.3349 -2.0916  0.21
3 O 2.5484 1.1614 -1.0400  -0.21
4 C -1.3651 -0.2710 -0.9115  -0.12
5 C -2.2720 -0.7984 0.0014  0.03
6 H -1.4246 -2.2946 1.1215  0.14
7 H -0.8657 -0.7248 1.4773  0.10
8 H -2.4965 -1.2654 2.0973  0.10
9 H -0.8270 0.5451 -2.7648  0.11
10 H -2.6743 0.3298 -2.4678  0.09
11 H 3.0964 0.8264 -1.7511  -0.02
12 H -0.3340 -0.1729 -0.5651  0.12
13 H -3.3149 -0.5925 -0.2482  0.14
14 H 1.0371 1.7356 0.5442  -0.01
15 H 1.7554 0.7139 1.4042  -0.03
16 O 0.8507 1.1923 1.3199  -0.16
17 H 3.6677 -0.4848 1.5300  -0.05
18 H 2.8816 0.7893 -0.0847  -0.05
19 O 3.1877 0.2496 1.1522  -0.37

Record 2
Computed, not measured: 2 unconnected molecules or ions with the total composition C4H12O3, with wB97M-V/def2-TZVPD.

Properties
highest occupied orbital energy	-0.3746	Ha
multiplicity	1
DFT total energy	-385.2389	a.u.
relative energy (zero: lowest compared OMol25 entry of this formula, charge and spin)	52.0	kcal/mol
structure (SMILES)	C[C@@H](O)CCO.O
HOMO-LUMO gap	10.78	eV

Each line ends with the Löwdin charge.
CARTESIAN COORDINATES (ANGSTROEM)
1 C -0.5244 -1.0793 0.0455  -0.25
2 O 0.1960 -2.0743 -0.6918  -0.03
3 C 0.2712 0.2184 0.4410  -0.10
4 C -0.0944 0.5614 1.9376  -0.37
5 C 0.4231 -0.5592 2.8576  -0.06
6 O 0.6374 1.7946 2.2400  -0.08
7 H -1.4331 -0.7580 -0.3005  0.09
8 H -0.8595 -1.5622 0.9753  0.10
9 H -0.5109 -2.3592 -1.2346  0.06
10 H 1.1894 0.0029 0.1478  0.07
11 H -0.1874 1.0202 -0.1280  0.11
12 H -1.1028 0.6929 2.3328  0.14
13 H -0.0793 -0.7914 3.7624  0.06
14 H 0.5698 -1.5984 2.3203  0.11
15 H 1.4531 -0.3684 3.0892  0.07
16 H 1.2218 1.8637 1.4433  0.09
17 H -0.2575 2.2738 -5.9107  0.03
18 H -0.1719 1.0107 -6.8118  0.02
19 O -0.7407 1.7116 -6.5154  -0.05

Record 3
Computed, not measured: 3 unconnected molecules or ions with the total composition C4H12O3, with wB97M-V/def2-TZVPD.

Properties
highest occupied orbital energy	-0.3253	Ha
multiplicity	1
DFT total energy	-385.2577	a.u.
relative energy (zero: lowest compared OMol25 entry of this formula, charge and spin)	40.2	kcal/mol
structure (SMILES)	C/C=C/CO.O.O
HOMO-LUMO gap	9.77	eV

Each line ends with the Löwdin charge.
CARTESIAN COORDINATES (ANGSTROEM)
1 C 1.4253 0.4502 -0.4471  -0.10
2 C -2.3797 0.5251 -0.4011  -0.29
3 O -2.3832 0.5587 -1.8071  -0.06
4 C -0.9903 0.7996 0.1613  -0.10
5 C 0.0178 0.0278 -0.2523  -0.16
6 H 1.5314 1.4954 -0.2258  0.06
7 H 2.1842 -0.1215 0.0891  0.07
8 H 1.7305 0.4216 -1.4958  0.08
9 H -3.0282 1.2956 0.0335  0.10
10 H -2.8127 -0.4014 -0.0286  0.11
11 H -2.1729 1.4555 -2.0824  0.09
12 H -0.8403 1.7235 0.6985  0.09
13 H -0.2739 -0.9984 -0.4637  0.11
14 H 5.1080 1.3087 4.8720  0.03
15 H 6.2501 1.2043 3.9743  0.03
16 O 5.3518 1.5643 3.9718  -0.07
17 H -3.4713 -3.4661 -1.7784  0.03
18 H -2.6080 -4.3828 -2.5509  0.03
19 O -2.6385 -3.4600 -2.2674  -0.06